Formula: C16H10Cl2N2O6SeZr
Source: the Open Molecules 2025 dataset
Level of theory: ωB97M-V/def2-TZVPD

Cartesian coordinates (Å):
1 Zr 1.085 -0.205 0.438
2 O 0.389 -1.975 1.148
3 C -0.535 -2.126 1.975
4 C -1.449 -1.125 2.428
5 C -2.457 -1.499 3.337
6 C -3.391 -0.585 3.775
7 C -3.340 0.754 3.349
8 C -2.374 1.142 2.468
9 C -1.404 0.241 1.953
10 O -0.561 0.666 1.075
11 N -4.441 -0.997 4.671
12 O -4.472 -2.164 5.001
13 O -5.237 -0.154 5.027
14 H -0.660 -3.131 2.412
15 H -2.511 -2.520 3.695
16 H -4.072 1.455 3.726
17 H -2.317 2.164 2.127
18 Cl 0.139 3.442 -5.905
19 C 0.551 2.774 -4.372
20 C 1.482 3.455 -3.571
21 C 1.829 2.924 -2.356
22 Cl 2.955 3.693 -1.311
23 C 1.281 1.696 -1.869
24 O 1.671 1.246 -0.735
25 C 0.321 1.035 -2.707
26 C -0.288 -0.184 -2.301
27 O -0.069 -0.826 -1.256
28 C -0.024 1.605 -3.958
29 H 1.916 4.383 -3.912
30 H -1.031 -0.604 -3.000
31 H -0.746 1.101 -4.584
32 Se 2.527 -0.105 2.408
33 C 4.578 -2.848 -1.713
34 C 3.492 -2.112 -1.160
35 N 2.605 -1.515 -0.740
36 H 4.206 -3.783 -2.136
37 H 5.305 -3.063 -0.929
38 H 5.049 -2.255 -2.498

Properties
LUMO energy = -1.349 eV
E_tot = -4545.58685 a.u.
gap between HOMO and LUMO = 5.50 eV
HOMO level = -6.85 eV



Formula: C16H10ClF4O4
Source: the Open Molecules 2025 dataset
Level of theory: ωB97M-V/def2-TZVPD

Cartesian coordinates (Å):
1 F -0.966 2.118 2.299
2 C 0.171 1.453 2.018
3 C 0.197 0.106 1.844
4 F -0.888 -0.632 2.174
5 C 1.476 -0.639 1.908
6 O 1.518 -1.873 1.827
7 C 2.662 0.180 2.132
8 F 3.827 -0.480 2.310
9 C 2.619 1.525 2.081
10 F 3.739 2.258 2.266
11 C 1.372 2.251 1.820
12 O 1.355 3.426 1.428
13 C 2.495 -3.593 -1.288
14 C 1.067 -3.199 -1.053
15 O 1.041 -1.763 -0.988
16 C -0.200 -1.292 -0.694
17 C -0.183 0.158 -0.583
18 C -1.361 0.899 -0.857
19 C -2.672 0.326 -0.822
20 C -3.812 1.102 -1.020
21 Cl -5.365 0.368 -0.959
22 C -3.698 2.468 -1.313
23 C -2.415 3.053 -1.345
24 C -1.275 2.296 -1.119
25 O -1.155 -2.065 -0.577
26 H 2.566 -4.669 -1.439
27 H 2.897 -3.071 -2.164
28 H 3.088 -3.368 -0.396
29 H 0.401 -3.558 -1.854
30 H 0.719 -3.582 -0.091
31 H 0.779 0.616 -0.786
32 H -2.785 -0.740 -0.673
33 H -4.605 3.043 -1.487
34 H -2.326 4.120 -1.519
35 H -0.283 2.758 -1.078

Properties
LUMO energy = 1.182 eV
total charge = -1
E_tot = -1776.31344 a.u.
ΔE to the lowest compared entry with this formula, charge and spin = 1.74 kcal per mole
gap between HOMO and LUMO = 4.68 eV
HOMO level = -3.50 eV



Formula: C16H10ClN4O4Zn
Source: the Open Molecules 2025 dataset
Level of theory: ωB97M-V/def2-TZVPD

Cartesian coordinates (Å):
1 Zn -1.122 0.087 1.108
2 Cl -0.992 -5.471 -3.366
3 C -0.891 -4.418 -2.010
4 C -1.385 -4.822 -0.779
5 C -1.289 -3.969 0.310
6 C -0.723 -2.710 0.176
7 O -0.595 -1.939 1.290
8 C -0.230 -2.292 -1.076
9 C 0.358 -0.977 -1.316
10 N 0.101 0.050 -0.608
11 C 0.723 1.307 -0.812
12 C 1.352 1.713 -1.958
13 C 1.960 2.981 -2.035
14 C 1.930 3.834 -0.969
15 C 1.262 3.461 0.220
16 C 1.167 4.302 1.353
17 C 0.476 3.886 2.455
18 C -0.140 2.625 2.433
19 N -0.051 1.811 1.402
20 C 0.644 2.200 0.293
21 C -0.312 -3.167 -2.154
22 H -1.841 -5.796 -0.675
23 H -1.678 -4.264 1.276
24 H 1.047 -0.912 -2.159
25 H 1.378 1.070 -2.828
26 H 2.451 3.274 -2.953
27 H 2.401 4.807 -1.025
28 H 1.639 5.276 1.329
29 H 0.379 4.510 3.331
30 H -0.730 2.277 3.272
31 H 0.064 -2.866 -3.124
32 O 1.075 -3.465 1.966
33 N 0.666 -2.500 2.326
34 O -2.509 0.112 2.694
35 N -3.474 0.012 1.910
36 O -3.111 -0.027 0.706

Properties
LUMO energy = -4.602 eV
total charge = +1
E_tot = -3374.91762 a.u.
ΔE to the lowest compared entry with this formula, charge and spin = 0.00 kcal per mole
gap between HOMO and LUMO = 7.45 eV
HOMO level = -12.05 eV



Formula: C16H10N4O3S
Source: the Open Molecules 2025 dataset
Level of theory: ωB97M-V/def2-TZVPD

Cartesian coordinates (Å):
1 N 5.000 0.495 3.074
2 O 1.828 -3.496 5.005
3 O -0.613 -3.675 4.530
4 O 1.069 -4.639 2.938
5 N -0.320 1.752 -1.956
6 N -0.326 1.117 -0.813
7 N 4.097 0.453 2.343
8 C -3.858 1.109 -4.015
9 C -3.928 1.247 -2.671
10 C -2.680 1.302 -4.686
11 C -2.801 1.563 -1.975
12 C -1.476 1.613 -3.993
13 C -0.192 -2.095 2.060
14 C 1.890 1.620 -0.273
15 C 3.114 1.468 0.531
16 C -1.512 1.621 -2.573
17 C 0.956 -2.281 2.844
18 C -0.259 -0.933 1.183
19 C 2.044 -1.433 2.807
20 C 0.826 0.822 -0.002
21 C 3.094 0.479 1.479
22 C 0.855 -0.165 0.968
23 C 2.014 -0.388 1.802
24 S 0.731 -3.672 3.986
25 H -4.806 0.918 -4.600
26 H -4.991 1.265 -2.324
27 H -2.750 1.258 -5.808
28 H -2.980 1.570 -0.891
29 H -0.552 1.731 -4.424
30 H -1.001 -2.803 2.038
31 H 1.786 2.361 -1.079
32 H 4.024 2.089 0.296
33 H -1.128 -0.635 0.595
34 H 2.842 -1.637 3.604

Properties
LUMO energy = -3.317 eV
E_tot = -1458.41920 a.u.
gap between HOMO and LUMO = 5.04 eV
HOMO level = -8.36 eV